(a)
Formula: C22H38CoO3P2S
Source: OMol25
Level of theory: the ωB97M-V functional and the def2-TZVPD basis

Frontier orbital gap (spin up / spin down) in eV: 6.82 / 6.61
HOMO (spin up / spin down) in eV: -6.35 / -7.22

ORCA input file:
```
! RIJCOSX wB97M-V def2-TZVPD def2/J DEFGRID3
* xyz 0 4
Co -1.77 -1.08 -0.85
S -1.89 0.45 1.61
P -1.90 -2.77 -1.78
P -1.00 -0.05 -2.39
O -2.86 -0.31 0.74
O -2.29 -0.45 3.26
O -0.51 -0.05 1.37
C 2.81 3.52 -1.48
C -0.63 0.94 4.31
C 2.97 0.29 -2.14
C -1.05 -1.31 -3.85
C -0.19 1.55 5.48
C -1.77 -2.68 0.53
C -2.29 -2.08 -3.58
C 0.22 0.91 -3.43
C -1.65 -0.04 4.36
C 1.61 2.97 -1.27
C 3.98 0.95 -2.71
C -0.33 -3.74 -1.74
C -3.03 -4.10 -2.18
C 4.10 2.89 -1.03
C 4.79 2.07 -2.13
C 1.52 1.71 -0.43
C -0.60 1.11 6.74
C -1.98 -0.58 5.64
C -0.07 1.75 8.00
C -1.47 0.01 6.80
C -2.29 1.22 -2.84
C 2.40 0.44 -0.77
H 0.32 1.94 -3.06
H 5.75 1.69 -1.76
H -0.87 2.20 8.60
H -0.01 -3.85 -0.70
H -1.09 -0.77 -4.81
H -1.75 -0.38 7.78
H -0.90 -2.38 1.13
H 3.17 0.32 0.01
H -0.18 1.24 3.37
H -2.91 -4.33 -3.24
H 1.20 0.43 -3.44
H 4.78 3.70 -0.73
H -1.64 -3.75 0.30
H 0.43 1.00 8.62
H -2.11 2.08 -2.17
H 0.64 3.43 -1.55
H -4.05 -3.74 -2.00
H -0.14 0.92 -4.46
H -2.09 1.55 -3.87
H -0.16 -1.98 -3.82
H -2.65 -1.43 5.72
H 0.50 2.38 5.40
H 2.95 4.48 -2.02
H 1.80 1.98 0.61
H -0.51 -4.71 -2.22
H -3.35 0.93 -2.74
H -2.82 -5.03 -1.61
H 0.47 1.35 -0.38
H -2.70 -2.55 1.10
H -2.54 -2.83 -4.33
H 5.06 2.79 -2.90
H 3.97 2.28 -0.13
H 1.74 -0.43 -0.62
H -3.16 -1.42 -3.44
H 2.54 -0.55 -2.72
H 4.37 0.61 -3.67
H 0.64 2.54 7.75
H 0.49 -3.23 -2.25
*
```

***

(b)
Formula: C22H38CoO3P2S
Source: OMol25
Level of theory: the ωB97M-V functional and the def2-TZVPD basis

Frontier orbital gap (spin up / spin down) in eV: 6.32 / 5.18
HOMO (spin up / spin down) in eV: -6.42 / -6.41

ORCA input file:
```
! RIJCOSX wB97M-V def2-TZVPD def2/J DEFGRID3
* xyz 0 4
Co -2.00 -1.90 -0.14
S -2.12 0.04 1.68
P -1.12 -2.38 -1.80
P -0.29 1.21 -3.34
O -3.21 -0.77 1.00
O -2.00 -0.67 3.70
O -0.78 -0.54 1.35
C -0.58 0.99 4.69
C -1.75 2.17 -3.84
C 2.49 -0.47 -1.95
C 4.01 1.49 -2.04
C 0.50 0.86 -0.74
C -0.48 1.23 7.12
C -1.66 -3.13 1.64
C -1.33 0.12 7.23
C 1.92 2.73 -1.54
C -1.85 -0.52 6.11
C 3.19 2.28 -0.94
C -1.36 -1.44 -3.47
C 1.66 -0.18 -0.69
C 0.96 2.01 -4.49
C -0.10 1.62 5.83
C 0.05 1.97 8.32
C -0.29 -0.47 -4.01
C 0.68 2.09 -1.62
C -1.51 -0.10 4.76
C 3.25 0.35 -2.64
C -2.54 -3.72 -1.72
C 0.20 -3.44 -2.58
H -0.43 0.29 -0.93
H 2.35 -1.50 -2.34
H -2.45 -4.27 -2.70
H -2.65 1.55 -3.79
H -3.47 -3.17 -1.67
H 0.74 2.76 7.98
H 0.60 2.44 5.75
H 1.88 1.43 -4.60
H -0.23 2.72 -1.64
H 0.75 -0.83 -3.92
H 0.96 -3.82 -1.90
H -2.36 -0.97 -3.45
H 0.59 2.17 -5.52
H -0.73 2.47 8.91
H 0.62 1.34 9.02
H 0.71 -2.97 -3.44
H -0.22 1.30 3.72
H 3.29 1.74 0.04
H 2.25 0.03 0.21
H 3.74 3.21 -0.69
H 4.39 2.27 -2.76
H -0.35 -4.30 -2.99
H -1.67 -4.13 1.16
H 4.84 1.02 -1.46
H 1.19 -1.15 -0.47
H -1.58 -0.27 8.23
H -1.90 3.04 -3.18
H 0.28 1.17 0.30
H 1.29 2.98 -4.11
H -1.65 2.55 -4.87
H -0.47 -0.32 -5.10
H -0.74 -3.09 2.29
H -2.48 -4.38 -0.84
H -1.38 -2.29 -4.16
H -2.51 -1.38 6.22
H 3.53 0.14 -3.69
H 1.87 3.79 -1.80
H -2.53 -3.02 2.31
*
```

***

Of all the structures shown, which is most stable? (a), and (b) is the least stable.